Record 1
A 10-piece molecular cluster, C32H44ClNO30 overall. Source: OMol25; level of theory: ωB97M-V/def2-TZVPD.

XYZ file:
```
108
Properties=species:S:1:pos:R:3:forces:R:3:mulliken_charge:R:1
C -2.2575 -2.6664 -7.2399 -0.23 -0.58 -0.96 -0.1458
N -1.2029 -1.8221 -6.5586 0.79 -1.30 -0.12 -0.3475
C -0.7353 -2.4214 -5.2508 -0.07 0.14 -0.37 0.2325
C -1.2340 -1.4481 -4.0302 -0.52 -0.56 1.44 -0.1750
O -1.8007 -0.1154 -4.3311 -1.79 0.25 2.60 -0.4816
C -2.2089 0.3357 -2.9590 -2.56 0.22 0.45 0.6571
O -3.4033 0.7178 -2.5004 8.95 -2.44 -3.30 -0.4876
O -0.9053 0.1716 -2.2336 -2.15 -0.64 -1.59 -0.2346
C -0.1902 -0.9908 -2.8516 -1.64 -0.56 0.20 0.1145
Cl -0.3029 -2.3209 -1.5282 0.65 1.09 -1.17 -0.2019
H -3.2276 -2.7627 -6.5907 1.92 0.30 -1.11 0.1209
H -1.8175 -3.7559 -7.4478 -1.19 2.25 0.30 -0.0123
H -2.5730 -2.1571 -8.2713 0.77 -1.20 2.48 0.1240
H -0.3454 -1.7898 -7.1727 -1.57 -0.07 0.76 0.2789
H -1.2301 -3.4855 -5.0567 1.19 2.37 -0.28 -0.4571
H 0.4315 -2.5583 -5.3300 -2.27 0.38 0.69 0.4064
H -2.1632 -1.9921 -3.5427 2.22 0.70 -0.56 0.2280
H 0.9369 -0.7810 -3.1231 -2.54 -0.24 0.66 0.3780
O -4.5756 -1.9217 -9.6174 1.25 -0.75 -2.26 -0.4988
C -4.0024 -2.2847 -10.6310 -1.21 0.73 1.96 0.6199
O -2.7996 -2.9300 -10.6485 -0.84 0.57 0.21 -0.2177
C -2.5907 -3.3744 -11.9759 0.81 -0.77 -0.41 -0.3327
C -3.4371 -2.4466 -12.7858 0.08 0.20 -1.13 -0.3323
O -4.4803 -2.0974 -11.8960 0.11 -0.12 1.02 -0.3267
H -1.5322 -3.3128 -12.2432 -0.15 -0.01 0.24 0.2847
H -2.9181 -4.4163 -12.0555 0.02 0.10 0.02 0.2651
H -2.9005 -1.5372 -13.0762 -0.04 -0.08 0.04 0.2563
H -3.8371 -2.9254 -13.6838 -0.09 0.16 0.21 0.2964
O 1.3802 -6.0961 -8.3485 -1.69 -0.59 1.87 -0.5795
C 0.5869 -6.3872 -7.4690 1.54 0.51 -1.68 0.5971
O -0.3716 -5.5448 -6.9843 1.08 -0.47 -0.55 -0.2313
C -1.2169 -6.3183 -6.1536 -1.37 0.19 0.27 0.2152
C -0.3460 -7.4628 -5.7480 -0.22 -0.57 0.96 -0.3239
O 0.5431 -7.5983 -6.8404 0.23 0.80 -0.80 -0.3599
H -1.5602 -5.7322 -5.2966 0.20 -0.25 -0.92 -0.1248
H -2.0865 -6.6403 -6.7360 0.10 -0.07 -0.10 0.3099
H 0.2341 -7.2472 -4.8445 -0.10 0.03 -0.09 0.2346
H -0.9144 -8.3841 -5.5940 0.21 0.07 -0.14 0.3473
O 2.2110 2.5482 3.2518 -1.23 -0.04 -2.03 -0.5252
C 1.5523 2.4759 2.2278 0.81 -0.19 1.63 0.5446
O 0.5816 1.5439 1.9985 1.15 0.74 0.54 -0.3399
C -0.0898 1.9322 0.8148 -1.11 -0.44 -0.58 -0.1523
C 0.9225 2.7717 0.1053 -0.12 0.18 -1.25 -0.3529
O 1.6909 3.3166 1.1611 0.04 -0.49 1.09 -0.2295
H -0.3862 1.0558 0.2319 0.07 0.08 0.24 0.1556
H -0.9865 2.4988 1.0867 0.10 -0.04 -0.01 0.2504
H 1.5788 2.1788 -0.5404 -0.05 0.05 0.08 0.2510
H 0.4619 3.5656 -0.4890 0.21 -0.03 0.18 0.3378
O -6.0459 -3.5454 -4.6842 0.08 2.34 -0.75 -0.6045
C -6.0366 -2.3881 -5.0693 -0.03 -1.98 0.59 0.6367
O -5.9182 -2.0104 -6.3758 0.01 -0.61 1.05 -0.2410
C -6.1767 -0.6199 -6.4267 -0.16 0.71 -0.95 -0.2723
C -5.8643 -0.1614 -5.0392 0.31 1.14 0.27 -0.0696
O -6.1425 -1.3019 -4.2493 -0.06 -1.08 -0.36 -0.2999
H -5.5460 -0.1356 -7.1772 -0.08 -0.30 0.04 0.2638
H -7.2279 -0.4653 -6.6916 0.08 -0.04 0.02 0.2723
H -4.8098 0.1065 -4.9149 -0.10 -0.04 0.00 0.0340
H -6.4846 0.6847 -4.7310 0.08 -0.24 0.12 0.3153
O 5.8946 7.6035 2.9544 -2.43 -1.33 0.03 -0.5581
C 4.8214 7.0239 2.9526 2.30 1.25 -0.13 0.5905
O 4.2554 6.4511 1.8502 0.58 0.67 0.69 -0.3393
C 3.1464 5.6971 2.3023 -0.56 -0.80 -0.53 0.0857
C 2.7919 6.3510 3.5984 -1.02 -0.11 0.55 -0.2582
O 4.0295 6.8645 4.0530 0.76 0.11 -0.55 -0.3228
H 2.3285 5.7381 1.5778 0.31 0.03 0.04 0.1908
H 3.4564 4.6547 2.4308 -0.08 0.17 0.00 0.1334
H 2.0901 7.1818 3.4693 0.07 -0.05 0.01 0.2840
H 2.3762 5.6437 4.3213 0.17 0.16 -0.01 0.2089
O -1.2301 -5.4164 -3.6145 -1.37 -0.35 2.66 -0.5695
C -2.0233 -5.7075 -2.7349 0.90 0.58 -0.85 0.5162
O -2.9819 -4.8651 -2.2502 1.19 -0.53 -0.69 -0.2023
C -3.8272 -5.6386 -1.4195 -1.18 0.21 0.47 -0.3717
C -2.9562 -6.7832 -1.0140 -0.24 -0.67 1.00 -0.3636
O -2.0672 -6.9186 -2.1064 0.32 0.91 -0.94 -0.3252
H -4.1704 -5.0525 -0.5626 0.12 0.05 -0.27 0.3126
H -4.6967 -5.9606 -2.0020 0.10 0.07 0.03 0.2894
H -2.3762 -6.5675 -0.1105 -0.03 -0.02 -0.11 0.2801
H -3.5247 -7.7045 -0.8599 0.24 0.09 -0.14 0.2997
O 2.9205 3.4378 9.1549 0.94 -0.86 -2.09 -0.6315
C 3.4937 3.0748 8.1413 -1.22 0.45 1.22 0.7733
O 4.6965 2.4295 8.1238 -0.93 0.69 0.48 -0.3289
C 4.9054 1.9851 6.7965 0.80 -0.75 -0.55 -0.3662
C 4.0590 2.9129 5.9865 0.18 0.05 -1.34 0.0349
O 3.0158 3.2621 6.8764 0.11 -0.08 1.38 -0.2685
H 5.9639 2.0467 6.5291 -0.16 0.00 0.24 0.3140
H 4.5780 0.9432 6.7169 0.01 0.11 0.04 0.2754
H 4.5956 3.8223 5.6961 -0.03 -0.04 0.06 0.1740
H 3.6589 2.4341 5.0885 -0.11 0.21 0.24 0.1455
O -1.2322 1.3616 13.8089 2.04 1.34 -1.23 -0.5496
C -0.3182 1.9533 13.2591 -1.88 -1.28 1.12 0.5725
O -0.1055 3.2987 13.3483 -0.41 -0.91 -0.01 -0.3306
C 1.1604 3.5541 12.7693 0.66 0.94 0.05 -0.2599
C 1.3581 2.3927 11.8500 0.77 -0.05 -0.96 -0.0578
O 0.6247 1.3556 12.4734 -0.77 0.21 0.77 -0.3278
H 1.1581 4.5099 12.2382 -0.15 -0.14 0.17 0.2442
H 1.9121 3.5905 13.5648 -0.06 -0.02 -0.06 0.2700
H 0.9401 2.5722 10.8538 0.09 0.00 0.11 0.2102
H 2.4113 2.1165 11.7490 -0.25 -0.09 0.01 0.2319
O 7.3210 5.6395 12.8967 -1.48 -0.15 -2.31 -0.5606
C 6.6624 5.5673 11.8726 1.37 0.11 2.20 0.6332
O 5.6917 4.6352 11.6434 0.87 0.57 0.36 -0.3246
C 5.0202 5.0235 10.4596 -0.83 -0.50 -0.55 0.2454
C 6.0326 5.8630 9.7502 -0.03 0.32 -1.00 -0.3070
O 6.8010 6.4079 10.8060 0.03 -0.38 0.86 -0.3292
H 4.7239 4.1471 9.8768 0.22 0.33 0.59 -0.1799
H 4.1235 5.5901 10.7316 0.06 -0.05 -0.04 0.1434
H 6.6889 5.2701 9.1044 -0.04 0.02 0.06 0.2786
H 5.5719 6.6569 9.1558 0.21 -0.01 0.17 0.3250
```
Forces are in eV/Å.

Summary:
**HOMO energy**: -9.213 eV
**2S+1**: 1
**Charge**: 0
**SMILES**: CNC[C@@H]1OC(=O)O[C@H]1Cl.O=C1OCCO1.O=C1OCCO1.O=C1OCCO1.O=C1OCCO1.O=C1OCCO1.O=C1OCCO1.O=C1OCCO1.O=C1OCCO1.O=C1OCCO1

---

Record 2
C32H44I2N6O5PdSSbSi3 as an isolated structure. Source: OMol25; level of theory: ωB97M-V/def2-TZVPD.

XYZ file:
```
95
Properties=species:S:1:pos:R:3:forces:R:3:mulliken_charge:R:1
Pd 0.0688 -0.4398 1.1752 -0.66 -0.16 0.36 1.9964
I 3.4946 -4.2771 6.3252 -0.10 0.30 -0.53 0.1978
C 3.0732 -3.2762 4.5362 0.06 -0.45 0.60 -0.4244
C 2.7241 -4.0136 3.4025 -0.02 -0.07 -0.27 -0.4222
C 2.3864 -3.3446 2.2568 -0.19 -0.70 -0.61 -0.2348
I 1.6916 -4.3517 0.5632 0.25 -0.02 0.39 0.1843
C 2.3737 -1.9092 2.1740 0.10 0.19 -0.68 -0.0406
O 2.0596 -1.3129 1.1062 0.89 -0.71 0.77 -0.7566
C 2.7141 -1.2002 3.3777 -0.11 0.42 0.48 1.2043
C 2.5287 0.2886 3.3601 -0.06 0.09 -0.13 -1.3360
N 1.0958 0.6254 3.2378 -0.08 -0.19 0.01 0.8527
C 0.3065 0.2528 4.4179 0.10 -0.02 -0.01 -0.9341
C -0.0887 -1.2086 4.4314 -0.07 0.05 0.04 0.3354
C -0.1915 -1.9157 5.6215 -0.10 -0.02 0.01 -1.0653
C -0.6820 -3.2109 5.5909 0.04 0.07 -0.12 -0.5971
C -1.0592 -3.7547 4.3721 -0.06 -0.03 0.03 -0.9799
C -0.8679 -3.0009 3.2281 -0.05 -0.09 0.13 -0.6522
N -0.3865 -1.7598 3.2580 0.30 -0.19 -0.11 1.1237
C 3.0562 -1.8768 4.5170 0.17 0.44 -0.27 -0.2561
H 2.7092 -5.0932 3.4301 -0.03 -0.02 0.03 0.4312
H 3.0273 0.7099 2.4832 0.02 0.00 0.08 0.1436
H 2.9666 0.7298 4.2650 -0.03 -0.04 -0.05 0.4467
H 1.0331 1.6299 3.1122 -0.07 -0.10 -0.09 -0.6802
H -0.6171 0.8422 4.4012 0.04 -0.05 0.01 0.4564
H 0.8431 0.4881 5.3473 -0.07 0.02 -0.02 0.4897
H 0.0933 -1.4596 6.5596 0.02 0.07 0.01 0.5336
H -0.7637 -3.7884 6.5009 -0.07 0.01 0.05 0.4754
H -1.5052 -4.7365 4.3125 0.09 -0.08 -0.04 0.4769
H -1.1032 -3.4038 2.2492 -0.04 0.05 0.00 0.5041
H 3.3043 -1.3227 5.4122 -0.03 0.00 0.05 0.5142
O -4.4075 -3.6283 -6.0489 -0.84 -0.30 -0.15 -0.4115
S -3.5324 -4.1129 -7.0868 4.14 1.05 1.10 1.1538
O -3.7361 -3.5127 -8.3808 -0.82 -0.34 -0.37 -0.4157
O -3.3018 -5.5472 -7.0758 -1.25 -0.45 -0.40 -0.4193
C -1.8007 -3.5833 -6.5652 -1.99 -0.27 -0.40 0.2969
N -0.8873 -3.6120 -7.5008 0.52 0.11 -0.24 -0.5162
C 0.3412 -3.3020 -7.0808 -0.41 -0.07 0.07 -0.5296
C 0.5933 -2.9710 -5.7593 0.10 -0.01 0.38 -0.4718
C -0.4694 -2.9805 -4.8507 -0.19 -0.42 -1.22 0.3748
N -1.6955 -3.3121 -5.2937 0.52 0.35 0.75 -0.3292
C -0.3605 -2.6061 -3.4368 0.20 0.29 0.84 1.5401
C 0.7921 -2.0041 -2.9226 -0.26 -0.06 -0.22 -1.2557
C 0.7709 -1.4975 -1.6403 -0.01 -0.14 -0.13 -1.0856
N -0.2989 -1.5845 -0.8481 0.51 0.14 0.34 1.2653
C -1.3667 -2.2418 -1.2894 -0.07 0.01 0.17 -1.3615
C -1.4408 -2.7643 -2.5679 0.20 -0.12 -0.35 -0.8590
H 1.1243 -3.3217 -7.8273 0.07 0.01 0.03 0.4413
H 1.6031 -2.7415 -5.4554 0.02 0.05 0.02 0.4617
H 1.6859 -1.8964 -3.5185 0.03 0.09 -0.02 0.3070
H 1.6433 -1.0070 -1.2290 -0.05 0.00 0.02 0.5311
H -2.1962 -2.3201 -0.5972 -0.02 0.08 0.01 0.4115
H -2.3281 -3.2703 -2.9188 -0.09 0.06 0.05 0.6018
O -3.1250 -0.2779 3.3594 0.18 -0.07 0.19 -0.6628
C -2.5567 -0.3179 2.3188 -0.50 0.26 -0.26 0.6114
N -2.0502 -0.3169 1.2310 -0.24 -0.04 0.16 -0.4705
C 1.8777 4.2812 -2.1350 0.18 -0.36 0.10 -0.9748
Si 2.2282 2.5876 -1.3775 -0.42 0.07 0.34 0.4620
C 2.6689 1.3219 -2.7223 -0.10 0.27 0.33 -1.0743
C 3.5637 2.6758 -0.0339 -0.24 -0.05 -0.35 -1.0235
Sb 0.0294 1.8163 -0.0680 -0.10 1.09 -0.69 -1.1117
Si -2.0849 1.9869 -1.7445 0.31 0.17 0.07 0.5800
C -3.6483 1.9183 -0.6897 0.31 0.10 -0.19 -0.9273
C -1.8589 3.6083 -2.7048 -0.13 -0.35 0.27 -1.0689
C -2.0410 0.5875 -3.0162 0.04 0.23 0.39 -0.9366
Si -0.5795 3.6995 1.7175 -0.03 0.39 -0.26 0.8712
C 0.6095 3.9851 3.1860 -0.13 -0.36 -0.32 -1.3819
C -0.5034 5.3132 0.7278 -0.12 -0.29 0.21 -0.9186
C -2.3128 3.3533 2.3890 0.37 -0.04 -0.23 -0.9913
H 2.7687 4.6563 -2.6400 0.10 0.01 -0.04 0.4373
H 1.5917 5.0132 -1.3828 -0.03 0.01 0.10 0.2279
H 1.0792 4.2288 -2.8724 -0.06 -0.04 -0.04 0.2343
H 3.3205 1.7920 -3.4600 0.04 0.07 -0.03 0.5271
H 1.7861 0.9538 -3.2451 -0.06 0.03 -0.01 0.2044
H 3.2073 0.4675 -2.3123 -0.01 -0.04 0.08 0.3186
H 4.4559 3.1859 -0.3979 0.05 0.04 -0.07 0.4723
H 3.8642 1.6758 0.2806 -0.04 -0.08 0.01 0.2393
H 3.2078 3.2188 0.8420 -0.05 0.05 0.02 0.2109
H -4.0013 2.9095 -0.4079 0.04 0.09 -0.02 0.3431
H -3.4721 1.3376 0.2132 0.05 -0.05 0.00 0.0686
H -4.4494 1.4255 -1.2420 -0.01 0.00 -0.13 0.4391
H -1.6321 4.4669 -2.0773 -0.01 0.02 0.04 0.2398
H -2.7821 3.8298 -3.2427 -0.09 -0.01 -0.04 0.4058
H -1.0689 3.5096 -3.4489 0.07 -0.05 -0.01 0.2791
H -2.5866 -0.2784 -2.6540 -0.03 -0.08 0.06 0.2649
H -1.0290 0.2752 -3.2709 0.08 0.00 -0.01 0.0645
H -2.5292 0.9184 -3.9333 -0.04 0.12 -0.04 0.5821
H 1.6622 3.8498 2.9335 0.05 -0.02 -0.02 0.3501
H 0.3731 3.3820 4.0638 -0.01 -0.08 0.02 0.3664
H 0.4941 5.0262 3.4923 -0.09 0.07 -0.06 0.4196
H 0.5073 5.7197 0.7316 0.10 -0.02 -0.02 0.3165
H -1.1548 6.0594 1.1836 -0.05 0.06 0.07 0.4147
H -0.8147 5.1877 -0.3058 -0.03 0.00 -0.05 -0.0054
H -2.4944 2.2919 2.5547 0.01 -0.05 0.01 0.1018
H -3.0682 3.7138 1.6922 -0.03 -0.02 -0.07 0.3358
H -2.4695 3.8690 3.3370 0.09 0.09 0.05 0.4422
```
Forces are in eV/Å.

Summary:
**HOMO energy (alpha / beta)**: -9.481 / -10.956 eV
**2S+1**: 5
**Charge**: +1

---

Record 3
C32H44N3PSbZr as an isolated structure. Source: OMol25; level of theory: ωB97M-V/def2-TZVPD.

XYZ file:
```
82
Properties=species:S:1:pos:R:3:forces:R:3:mulliken_charge:R:1
Zr -0.4641 0.9344 0.7163 0.45 0.83 1.13 -0.1973
N -0.8197 -0.6824 2.4227 1.03 0.55 0.00 -0.4779
C -1.8723 -0.1964 3.3036 -1.42 1.28 -0.97 -0.4425
C -1.4896 1.2178 3.7735 -1.00 -0.23 -0.90 -0.9836
N -1.1239 2.1608 2.6654 0.89 0.51 0.76 -0.4639
C -2.2050 3.1377 2.4360 -0.86 -0.56 -1.91 -0.7251
C -3.3542 2.3598 1.6529 2.60 -0.12 0.20 -0.8899
N -2.6897 1.5853 0.5051 -1.84 -0.49 0.47 -0.2177
H -0.9400 -1.6386 2.1981 -0.34 -1.24 -0.33 0.2364
H 0.0472 -0.6572 2.9529 0.38 -0.12 0.03 0.0952
H -2.0699 -0.7985 4.1597 0.16 -0.66 0.72 0.5750
H -2.7899 -0.2565 2.6800 0.24 0.39 0.59 0.2527
H -0.6105 1.1391 4.3290 1.45 -0.41 1.25 0.5937
H -2.2325 1.6743 4.4334 -0.08 -0.21 -0.19 0.3633
H -0.3212 2.7271 3.0362 -0.80 -0.71 -0.45 0.3007
H -1.7475 4.0311 1.9596 -0.68 -0.61 -0.24 0.4203
H -2.6313 3.4660 3.3519 -0.25 0.37 0.97 0.4884
H -4.1179 2.9934 1.3150 -0.86 1.08 -0.71 0.5506
H -3.8466 1.6808 2.3382 0.18 -0.35 0.06 0.3190
H -2.7774 2.1140 -0.3695 0.06 0.06 0.44 0.4918
H -3.2445 0.7166 0.2822 0.41 0.92 0.43 0.0580
C 1.4846 -4.2303 -2.2987 1.88 -0.24 -0.79 -0.6013
C 1.8803 -2.9062 -2.5655 -0.84 0.32 0.29 -0.4424
C 1.0782 -1.8728 -2.1030 0.50 0.81 -0.38 -0.9866
C -0.1113 -2.2027 -1.4318 -0.27 1.56 -0.35 1.1235
C -0.4736 -3.4904 -1.2252 -0.53 -2.64 -0.17 -0.4249
C 0.3573 -4.5669 -1.6357 -1.89 0.67 0.57 -0.9053
P -1.2651 -0.8061 -1.1756 1.57 0.01 -0.39 2.8927
C -2.8820 -1.3602 -0.9307 -2.21 -2.65 1.51 -0.3924
C -3.1727 -2.2426 0.1840 0.82 -0.29 0.35 -0.0991
C -4.4640 -2.7637 0.4296 1.16 0.66 -1.11 -1.0226
C -5.4590 -2.4042 -0.4724 -1.13 -0.04 -0.28 -0.4024
C -5.2126 -1.5370 -1.5821 0.75 -2.06 2.44 -1.0461
C -3.9224 -1.1186 -1.8294 0.41 2.11 -1.37 -0.0979
C -1.1440 0.1350 -2.7454 -0.87 -2.15 0.70 -0.6326
C -1.2365 -0.3292 -4.0159 0.47 -0.03 -0.37 0.4216
C -0.8044 0.5058 -5.0949 -0.43 0.06 1.22 -1.1767
C -0.2462 1.7549 -4.8341 -1.34 -0.18 1.11 -0.8164
C -0.1991 2.2562 -3.4680 0.51 -0.27 -1.97 0.9180
C 0.3871 3.5311 -3.1150 -0.47 -0.11 1.98 -0.6250
C 0.5088 3.9117 -1.7556 0.14 -1.96 -2.36 -1.3292
C 0.1787 2.9024 -0.8079 -0.22 1.74 0.87 -0.4019
C -0.4890 1.7656 -1.1374 0.59 -0.60 -1.37 1.1576
C -0.6793 1.3636 -2.4842 1.69 4.07 0.86 -0.2726
H 2.1117 -5.0331 -2.6522 0.18 -0.05 -0.25 0.4710
H 2.7250 -2.6818 -3.1988 0.23 -0.16 0.14 0.5107
H 1.3155 -0.7801 -2.3189 -0.20 -1.57 0.19 0.3035
H -1.4699 -3.8052 -0.9214 0.13 0.48 0.31 0.3780
H -0.0248 -5.6035 -1.5561 0.57 0.78 0.09 0.4508
H -2.3147 -2.6686 0.8048 -1.17 0.89 -0.73 0.3974
H -4.6821 -3.5011 1.2021 0.29 0.33 -0.09 0.4665
H -6.4601 -2.8949 -0.2887 1.05 0.98 -0.56 0.3776
H -6.0191 -1.3408 -2.2034 -1.16 0.52 -1.29 0.5708
H -3.6932 -0.4598 -2.7402 -0.54 -1.10 1.37 0.2587
H -1.5580 -1.3591 -4.0583 -0.14 -0.11 -1.02 0.5964
H -1.0260 0.1632 -6.0864 0.37 0.02 -0.45 0.4877
H -0.0583 2.4136 -5.6600 0.49 0.17 -0.21 0.4767
H 0.7662 4.2240 -3.8585 -0.18 -0.23 -0.18 0.4917
H 1.0126 4.8225 -1.5276 0.09 0.48 0.42 0.5095
H 0.3752 3.2135 0.2577 -0.11 -0.48 -0.30 0.5485
C 3.0007 -0.0255 4.0155 2.40 -0.85 0.88 -1.2100
C 3.6216 0.8263 2.8565 -1.01 0.01 1.61 -0.7531
Sb 2.5734 0.4882 1.0731 0.26 -0.64 -0.04 0.6566
C 3.0156 -1.5490 0.5697 1.21 0.43 0.05 -0.3199
C 4.4406 -2.0035 0.9165 0.69 0.37 -0.35 -1.2444
C 3.8155 1.5674 -0.2781 -2.01 0.16 -0.29 -0.6530
C 5.2375 1.7607 0.1754 0.43 1.06 -1.71 -1.1979
H 3.7378 -0.0514 4.8877 -1.12 0.54 -0.87 0.3480
H 3.0094 -1.1028 3.7927 -0.11 0.19 -0.53 0.3854
H 2.0165 0.1639 4.4132 -0.37 0.74 -0.08 0.2274
H 4.6583 0.5273 2.7540 0.07 -0.12 -0.28 0.4750
H 3.6240 1.9177 3.0574 -0.09 -0.64 0.03 0.5276
H 2.8139 -1.5514 -0.4880 0.40 0.05 -0.48 -0.0919
H 2.2997 -2.2296 0.9252 -1.13 -0.82 0.93 0.6228
H 5.1935 -1.3624 0.4562 -0.10 0.24 -0.19 0.2543
H 4.6920 -2.9929 0.5194 -0.45 0.00 0.14 0.4035
H 4.7274 -1.9893 1.9707 -0.55 -0.12 0.08 0.2909
H 3.1024 2.4223 -0.3845 1.31 0.05 -0.19 0.3168
H 3.7232 0.9982 -1.2074 0.18 0.21 -0.04 0.4913
H 5.3902 1.7851 1.2164 0.10 -0.11 1.25 0.2605
H 5.6690 2.7126 -0.2018 -0.39 -0.50 0.07 0.3801
H 5.8246 0.9751 -0.2807 0.33 -0.21 0.21 0.3494
```
Forces are in eV/Å.

Summary:
**HOMO energy**: -16.546 eV
**ΔE to the lowest compared entry with this formula, charge and spin**: 32.1 kcal/mol
**2S+1**: 1
**Charge**: +3

---

| no. | energy (Ha) | strongest force on any atom (eV Å⁻¹) |
| --- | --- | --- |
| 1 | -4017.83104 | 9.844 |
| 2 | -4180.47686 | 4.416 |
| 3 | -2037.71976 | 4.486 |